No. 1
The following is a quantum chemistry calculation of a molecular structure, C39H65Br3F24O10P2 at a distorted geometry, from the OMol25 dataset.

Atoms and positions in Å:
1 C 7.10434 -4.02082 -10.68843
2 C 8.36202 -4.69456 -10.15121
3 C 8.12753 -5.19888 -8.71599
4 C 9.43157 -5.38988 -7.92794
5 P 9.17494 -6.17944 -6.28748
6 C 10.38877 -5.59646 -5.09733
7 C 10.83419 -6.62504 -4.05331
8 C 11.90288 -6.09948 -3.11628
9 C 12.46993 -7.20213 -2.21346
10 C 9.32709 -7.98380 -6.47374
11 C 8.32907 -8.60088 -7.46989
12 C 8.51564 -10.10817 -7.52952
13 C 7.54614 -10.72105 -8.53436
14 C 7.48883 -5.78983 -5.67219
15 C 7.30017 -6.32563 -4.24270
16 C 5.83083 -6.32416 -3.82801
17 C 5.22523 -4.94157 -3.60729
18 H 7.00411 -2.98162 -10.37024
19 H 6.18986 -4.51284 -10.35193
20 H 7.13383 -4.06080 -11.77774
21 H 9.27777 -4.10607 -10.21810
22 H 8.62280 -5.55138 -10.78182
23 H 7.55428 -6.12505 -8.75708
24 H 7.56577 -4.42661 -8.18129
25 H 9.94854 -4.46176 -7.68347
26 H 10.11084 -6.06346 -8.45680
27 H 9.93488 -4.75511 -4.55678
28 H 11.26182 -5.20720 -5.62545
29 H 11.28174 -7.47696 -4.57443
30 H 9.97627 -7.02060 -3.50137
31 H 11.59778 -5.23597 -2.51094
32 H 12.70875 -5.63978 -3.70439
33 H 12.92071 -7.95483 -2.85980
34 H 11.59524 -7.62856 -1.71512
35 H 13.19509 -6.88313 -1.46999
36 H 9.29943 -8.41938 -5.47106
37 H 10.34169 -8.20492 -6.81964
38 H 8.52471 -8.22020 -8.47180
39 H 7.32033 -8.39714 -7.10153
40 H 8.41311 -10.61227 -6.56140
41 H 9.53898 -10.38740 -7.80642
42 H 7.74261 -10.32610 -9.53900
43 H 6.51282 -10.52206 -8.25298
44 H 7.71478 -11.78135 -8.73863
45 H 6.75431 -6.19371 -6.36725
46 H 7.40497 -4.70212 -5.63797
47 H 7.84602 -5.68533 -3.54556
48 H 7.69096 -7.33924 -4.14527
49 H 5.74077 -6.78501 -2.83990
50 H 5.24219 -6.92106 -4.52593
51 H 5.72247 -4.38295 -2.81187
52 H 4.14085 -4.90736 -3.54096
53 H 5.42275 -4.27164 -4.46191
54 O 13.37874 -8.58368 -8.27069
55 C 12.93767 -7.69285 -7.29867
56 O 13.48396 -7.80076 -6.17125
57 O 12.01871 -6.89426 -7.59417
58 H 14.09879 -8.99338 -7.72803
59 C 14.57275 -12.89009 -9.10038
60 C 15.43499 -12.89526 -10.34535
61 O 15.44021 -11.58455 -10.91633
62 P 16.79728 -10.79291 -11.16050
63 O 17.94451 -11.58658 -11.60659
64 O 16.41526 -9.55457 -12.10443
65 C 16.23063 -9.78872 -13.49277
66 C 14.76988 -9.85542 -13.91144
67 O 17.07431 -10.10911 -9.74974
68 C 16.07508 -9.26389 -9.17820
69 C 16.30942 -7.80845 -9.54533
70 H 14.70315 -12.00750 -8.46362
71 H 13.53178 -12.78250 -9.41240
72 H 14.77245 -13.74078 -8.45144
73 H 16.45629 -13.18610 -10.08566
74 H 15.05068 -13.61130 -11.07061
75 H 16.71068 -8.97296 -14.03480
76 H 16.74239 -10.69238 -13.83119
77 H 14.72715 -9.85500 -15.00021
78 H 14.28587 -10.73175 -13.47699
79 H 14.18938 -8.99058 -13.58164
80 H 15.07747 -9.48156 -9.56009
81 H 16.16237 -9.36533 -8.09889
82 H 15.67851 -7.09016 -9.01703
83 H 17.33410 -7.49869 -9.32348
84 H 16.11040 -7.64339 -10.60481
85 C 14.40929 -12.58670 -5.76301
86 C 15.88954 -12.27743 -5.91523
87 C 16.47329 -11.71716 -4.62376
88 F 16.10598 -12.40774 -3.52456
89 F 17.81608 -11.60881 -4.70842
90 F 16.51237 -13.41723 -6.31832
91 F 16.05406 -11.33814 -6.88027
92 O 13.74553 -11.44177 -5.29714
93 C 12.38337 -11.53857 -5.20086
94 C 12.01376 -10.35883 -4.30754
95 F 10.67552 -10.11675 -4.05918
96 F 12.62283 -10.50491 -3.10969
97 F 11.87516 -11.44778 -6.43384
98 F 12.05378 -12.71252 -4.63733
99 H 14.19585 -13.47023 -5.15807
100 H 14.03141 -12.89921 -6.74516
101 H 16.10638 -10.69603 -4.48351
102 H 12.31811 -9.42692 -4.79596
103 C 11.72924 -10.48062 -10.88894
104 C 10.94058 -9.18391 -10.76836
105 C 11.80330 -7.91671 -10.61398
106 F 12.89338 -8.00983 -11.43798
107 F 11.08027 -6.82234 -10.99364
108 F 10.26422 -9.00799 -11.97274
109 F 9.98748 -9.20435 -9.79171
110 O 11.00669 -11.67650 -11.10342
111 C 10.10072 -12.03532 -10.14106
112 C 9.77945 -13.53026 -10.27348
113 F 10.91250 -14.27539 -10.28445
114 F 8.95693 -13.94623 -9.27132
115 F 10.45866 -11.72207 -8.88327
116 F 8.93286 -11.37576 -10.41398
117 H 12.42580 -10.58176 -10.04944
118 H 12.36270 -10.33837 -11.76265
119 H 12.14211 -7.75329 -9.58473
120 H 9.22981 -13.71529 -11.20329
121 C 16.38642 -7.38446 -5.73453
122 C 16.51125 -7.73871 -4.25606
123 C 15.20375 -8.18878 -3.61881
124 F 14.65998 -9.28709 -4.21807
125 F 15.40611 -8.46113 -2.30137
126 F 17.46063 -8.72075 -4.09445
127 F 16.96996 -6.64033 -3.57736
128 O 17.63206 -7.04256 -6.34215
129 C 17.91930 -5.72058 -6.54633
130 C 19.39058 -5.59484 -6.94926
131 F 19.65932 -6.44715 -7.96539
132 F 19.65514 -4.35852 -7.37295
133 F 17.08962 -5.22725 -7.50238
134 F 17.70380 -4.96543 -5.44413
135 H 15.58834 -6.65952 -5.90850
136 H 16.09802 -8.25861 -6.32035
137 H 14.45830 -7.38770 -3.72225
138 H 20.01530 -5.89885 -6.10694
139 C 12.96795 -4.28688 -9.39956
140 Br 14.83365 -4.25903 -9.94432
141 Br 11.94044 -3.23966 -10.65227
142 Br 12.73598 -3.60843 -7.60238
143 H 12.61789 -5.31068 -9.40016

The value obtained for the frontier orbital gap is 9.6023 eV. As for the spin multiplicity: 1. Its lowest unoccupied orbital energy is -0.054 eV.

Löwdin atomic charge list, values in e, 5 entries: number 1, C, carries -0.10; number 2, C, carries -0.26; number 3, C, carries -0.25; number 4, C, carries -0.25; number 5, P, carries 1.06

=====

No. 2
The following is a quantum chemistry calculation of 2 unconnected molecules or ions with the total composition C3H4N2OS at a distorted geometry, from the OMol25 dataset.

Atoms and positions in Å:
1 C -1.54002 0.18470 0.49999
2 C -0.99215 0.17001 -0.77684
3 C -0.68413 -0.66969 1.22296
4 N 0.29156 -1.18051 0.50611
5 N 0.09077 -0.60325 -0.74869
6 O 3.17733 1.87162 -0.09400
7 S 3.42880 0.42683 -0.17648
8 H -2.38850 0.81524 0.64451
9 H -1.30856 0.72042 -1.71996
10 H 0.67387 -0.84788 -1.60872
11 H -0.74894 -0.88747 2.25112

Its structure (SMILES) is c1cn[nH]c1.O=S. The calculation puts the energy relative to the best compared isomer or geometry (same formula, charge and spin) at 305.0 kJ/mol. The value obtained for the frontier orbital gap (spin up / spin down) is 7.7826 / 7.6394 eV. As for the spin multiplicity: 1. Its lowest unoccupied orbital energy (spin up / spin down) is -1.357 / -1.384 eV.

Löwdin atomic charge list, values in e, 5 entries: number 1, C, carries -0.08; number 2, C, carries -0.16; number 3, C, carries -0.20; number 4, N, carries 0.02; number 5, N, carries -0.07

=====

No. 3
The following is a quantum chemistry calculation of a molecular structure, C30H27Cl4N5O4PdS2 at a distorted geometry, from the OMol25 dataset.

Atoms and positions in Å:
1 Pd 1.23741 0.27205 -1.05822
2 N 5.39675 1.14878 -1.83757
3 C 4.09879 1.11403 -1.56566
4 O 3.53724 0.09911 -1.12884
5 C 3.25867 2.34027 -1.74817
6 C 1.86903 1.95272 -2.17938
7 H 5.95903 0.32732 -1.67166
8 H 5.85415 1.97680 -2.17905
9 H 3.68228 3.03435 -2.48096
10 H 3.22786 2.85592 -0.78597
11 H 1.81146 1.53555 -3.18094
12 H 1.14428 2.73787 -1.99725
13 Cl -6.99762 4.57338 3.70805
14 C -5.58509 3.59313 3.57927
15 C -5.24337 3.03266 2.36066
16 C -4.09930 2.25558 2.27985
17 C -3.28813 2.02228 3.38489
18 C -2.04551 1.17548 3.21371
19 C -0.76087 1.98732 3.47269
20 N 0.32207 1.59954 2.56252
21 C 1.38915 0.77398 2.84674
22 C 2.05682 0.58637 1.68486
23 N 1.41543 1.31013 0.69048
24 C 0.35223 1.88047 1.26589
25 O -2.07222 0.04305 4.06031
26 C -2.28452 -1.22384 3.43897
27 C -1.00058 -1.96275 3.18758
28 C -0.31740 -2.03112 2.01034
29 Cl -0.78820 -1.25699 0.53405
30 S 1.11105 -2.97979 2.09849
31 C 0.81234 -3.30270 3.75210
32 C -0.32518 -2.71241 4.19724
33 C -3.66588 2.59403 4.59856
34 Cl -2.71336 2.36426 6.02959
35 C -4.80273 3.37602 4.70321
36 H -5.86805 3.19923 1.49474
37 H -3.83389 1.80943 1.32727
38 H -2.03204 0.84963 2.16746
39 H -0.42661 1.81513 4.49164
40 H -0.95109 3.05101 3.33993
41 H 1.57695 0.40841 3.84168
42 H 2.95253 0.02259 1.48894
43 H -0.36272 2.52026 0.77630
44 H -2.86340 -1.11304 2.51841
45 H -2.88495 -1.79886 4.14283
46 H 1.49335 -3.92721 4.30803
47 H -0.69491 -2.80708 5.20824
48 H -5.07328 3.81568 5.65265
49 S -0.92228 1.06317 -1.54916
50 C -0.86308 1.42480 -3.24969
51 N -0.43733 0.44650 -4.09170
52 C -0.46204 0.60174 -5.42437
53 C -0.93039 1.78028 -5.94542
54 C -1.34884 2.74820 -5.03478
55 N -1.30683 2.57230 -3.71301
56 H -0.09743 -0.42905 -3.67224
57 H -0.11373 -0.22759 -6.02478
58 H -0.98158 1.93993 -7.01163
59 H -1.72448 3.70675 -5.37268
60 Cl 2.20172 -7.64320 -3.96619
61 C 2.02431 -6.04787 -3.34914
62 C 1.22586 -5.13825 -4.03194
63 C 1.08981 -3.85641 -3.53601
64 C 1.73964 -3.48902 -2.35902
65 C 2.53711 -4.41079 -1.68281
66 C 2.68351 -5.69163 -2.17818
67 C 1.58980 -2.14510 -1.79961
68 O 1.93925 -1.84827 -0.64704
69 O 1.04807 -1.18240 -2.53039
70 H 0.72201 -5.44230 -4.93838
71 H 0.46787 -3.13930 -4.05463
72 H 3.04070 -4.11273 -0.77341
73 H 3.30039 -6.41778 -1.66824

The calculation puts the energy relative to the best compared isomer or geometry (same formula, charge and spin) at 50.1 kJ/mol. The value obtained for the frontier orbital gap is 4.9892 eV. As for the spin multiplicity: 1. Its charge is +2. Its lowest unoccupied orbital energy is -7.886 eV.

Löwdin atomic charge list, values in e, 5 entries: number 1, Pd, carries 0.98; number 2, N, carries 0.23; number 3, C, carries -0.49; number 4, O, carries -0.01; number 5, C, carries -0.13

=====

No. 4
The following is a quantum chemistry calculation of a single C22H31N5O3S molecule at a distorted geometry, from the OMol25 dataset.

Atoms and positions in Å:
1 C -1.08978 4.08786 0.58012
2 H -1.46070 3.29534 -0.06525
3 H -1.93827 4.64854 0.96529
4 H -0.55771 3.63742 1.41399
5 C -0.17727 5.02080 -0.21323
6 N 1.02354 4.35580 -0.67214
7 S 1.03850 3.76948 -2.22217
8 O 2.34977 3.94343 -2.78721
9 O -0.07991 4.31783 -2.94161
10 C 0.77022 1.99661 -2.05185
11 C 0.70763 1.45045 -0.78980
12 C 0.50910 0.08135 -0.63602
13 C 0.38021 -0.71307 -1.77337
14 C 0.45485 -0.14583 -3.03078
15 C 0.65471 1.22163 -3.19990
16 C 0.74971 1.84388 -4.55192
17 H 0.68575 1.09253 -5.33508
18 H 1.68969 2.38609 -4.63932
19 H -0.04743 2.57429 -4.67962
20 H 0.35966 -0.77736 -3.90180
21 H 0.22628 -1.77747 -1.66765
22 N 0.43405 -0.52771 0.61558
23 C 0.56857 0.01738 1.84849
24 O 0.79229 1.18265 2.09649
25 C 0.43186 -1.04884 2.93924
26 N -0.46607 -2.09526 2.50623
27 C -0.22018 -3.39860 3.09850
28 C -1.32309 -4.36068 2.61751
29 N -1.92878 -3.86766 1.40059
30 C -1.28318 -4.11435 0.21583
31 N -0.16893 -4.84705 0.28713
32 C 0.46007 -5.17114 -0.82843
33 C 0.04135 -4.78647 -2.08828
34 C -1.12810 -4.03808 -2.17357
35 C -1.80509 -3.69883 -1.02228
36 H -2.72955 -3.14749 -1.08282
37 H -1.51154 -3.72871 -3.13549
38 H 0.59470 -5.06602 -2.96986
39 H 1.35349 -5.76743 -0.69149
40 C -2.65891 -2.63896 1.62750
41 H -2.80183 -2.11783 0.68272
42 C -1.86906 -1.73595 2.60216
43 H -2.24349 -1.85276 3.63259
44 H -1.98868 -0.68913 2.31848
45 H -3.64412 -2.87442 2.04624
46 H -0.90764 -5.34768 2.42368
47 H -2.11773 -4.44214 3.36401
48 H -0.20826 -3.36120 4.20057
49 H 0.75463 -3.74382 2.74707
50 H 0.12632 -0.56081 3.87700
51 H 1.42685 -1.47691 3.09542
52 H 0.22063 -1.52212 0.62625
53 H 0.81147 2.08453 0.07134
54 C 2.28694 4.67269 -0.04465
55 C 2.36342 4.22242 1.41077
56 H 2.13929 3.16452 1.51285
57 H 1.66170 4.78162 2.02453
58 H 3.36706 4.40260 1.78768
59 H 3.04929 4.17021 -0.64065
60 H 2.47312 5.75524 -0.10176
61 H 0.10963 5.88109 0.39773
62 H -0.71104 5.38349 -1.09559

Its structure (SMILES) is CCN(CC)S(=O)(=O)c1cc(NC(=O)CN2CCN(c3ccccn3)CC2)ccc1C. The calculation puts the energy relative to the best compared isomer or geometry (same formula, charge and spin) at 231.3 kJ/mol. The value obtained for the frontier orbital gap is 8.9497 eV. As for the spin multiplicity: 1. Its lowest unoccupied orbital energy is 0.616 eV.

Löwdin atomic charge list, values in e, 5 entries: number 1, C, carries -0.07; number 2, H, carries 0.07; number 3, H, carries 0.07; number 4, H, carries 0.06; number 5, C, carries -0.25

=====

Question: Number 2 is which compound?
Answer: C3H4N2OS